27
Properties=species:S:1:pos:R:3:nbo_charge:R:1 method="wB97M-V/def2-TZVPD" homo_ev="3.71 / 1.38" orbital_gap_ha="0.1288 / 0.2120" spin_multiplicity=3 total_charge=-3
O -0.829 -0.411 -0.907 -0.85
V -0.678 0.035 0.661 1.37
N -1.883 2.932 -0.316 0.74
O -1.721 2.103 0.559 -0.54
O -1.710 4.109 -0.096 -0.57
O -2.099 2.527 -1.436 -0.55
N 2.060 2.254 0.850 0.74
O 2.437 2.195 2.058 -0.59
O 1.167 1.524 0.451 -0.51
O 2.529 3.125 0.170 -0.56
N 1.637 -2.152 1.480 0.75
O 1.293 -3.336 1.413 -0.60
O 2.732 -1.757 1.866 -0.54
O 0.852 -1.348 1.041 -0.49
F -0.601 0.340 2.865 -0.84
C 2.992 -0.826 -2.159 -0.24
O 1.639 -0.713 -2.482 -0.66
H 3.146 -0.642 -1.095 0.22
H 3.320 -1.837 -2.398 0.12
H 3.690 -0.223 -2.741 0.12
H 1.626 -0.359 -3.374 0.44
C -3.728 -1.434 0.333 -0.23
O -2.708 -0.713 0.915 -0.66
H -4.665 -0.902 0.172 0.14
H -3.322 -1.959 -0.531 0.21
H -3.969 -2.206 1.064 0.13
H -3.208 -0.325 1.637 0.47

125
Properties=species:S:1:pos:R:3:mulliken_charge:R:1 method="wB97M-V/def2-TZVPD" homo_ev=-7.81 orbital_gap_ha=0.2295 de_lowest_ev=13.4606 smiles="C=CC(=O)OCCCCCCc1c(CCCOC)c(C[C@@H](O)C(F)(F)F)c2c(c1P(C)C)C(=O)C(OC[C@@H](C)O)=CC2=O.CCCCCC.CCCCCC" total_charge=0
C -3.665 4.546 -0.123 -0.57
C -2.591 3.520 -0.237 -0.30
C -2.665 1.988 0.398 0.53
O -3.405 1.103 -0.293 -0.42
O -1.904 1.665 1.633 -0.23
C -0.437 1.879 1.400 -0.38
C 0.399 1.149 2.608 -0.35
C 2.036 1.425 2.558 -0.22
C 2.680 0.435 3.742 -0.67
C 2.715 -1.133 3.268 -0.15
C 4.131 -1.638 2.615 -0.77
C 4.248 -1.281 1.008 0.10
C 4.977 0.154 0.567 0.16
C 5.629 1.194 1.703 -0.53
C 7.281 0.962 1.570 -0.24
C 8.163 2.106 2.344 -0.56
O 9.542 1.550 2.492 -0.31
C 9.987 1.599 3.893 -0.59
C 5.114 0.656 -1.015 0.01
C 5.801 2.114 -1.452 -0.83
C 4.571 3.223 -1.683 0.00
O 3.970 3.491 -0.365 -0.50
C 5.159 4.692 -2.218 0.73
F 6.312 4.556 -3.142 -0.25
F 5.570 5.529 -1.037 -0.25
F 4.042 5.422 -2.921 -0.27
C 4.478 -0.399 -2.139 -0.06
C 3.789 -1.863 -1.717 0.04
C 3.659 -2.321 -0.113 0.47
P 2.852 -4.019 0.206 0.37
C 4.112 -5.439 0.001 -0.91
C 1.886 -4.103 1.847 -0.53
C 3.260 -2.793 -2.980 0.06
O 3.369 -4.120 -3.068 -0.51
C 2.587 -1.934 -4.247 0.25
O 1.446 -2.461 -5.012 -0.35
C 0.153 -2.008 -4.476 -0.31
C -0.481 -0.838 -5.481 0.19
C -2.121 -0.916 -5.556 -1.10
O -0.035 0.492 -4.955 -0.49
C 3.210 -0.604 -4.630 -0.46
C 4.513 -0.009 -3.766 0.18
O 5.496 0.676 -4.355 -0.56
H -4.824 4.298 -0.108 0.17
H -3.387 5.696 -0.106 0.24
H -1.627 3.818 -0.854 0.31
H -0.221 1.331 0.362 0.29
H -0.301 3.045 1.337 0.29
H 0.004 1.548 3.660 0.28
H 0.117 0.007 2.580 -0.09
H 2.403 1.147 1.481 0.07
H 2.294 2.569 2.755 0.37
H 3.683 0.846 4.185 0.37
H 1.888 0.494 4.633 0.35
H 1.897 -1.237 2.405 -0.17
H 2.455 -1.861 4.168 0.29
H 5.023 -1.217 3.265 0.44
H 4.227 -2.825 2.687 0.34
H 5.366 0.885 2.802 0.17
H 5.444 2.321 1.448 0.16
H 7.524 0.957 0.414 0.26
H 7.552 -0.137 1.952 0.26
H 7.708 2.484 3.354 0.37
H 8.280 3.011 1.577 0.16
H 9.134 1.507 4.690 0.27
H 10.701 0.660 4.073 0.23
H 10.665 2.550 4.096 0.23
H 6.454 2.581 -0.572 0.10
H 6.519 2.029 -2.372 0.43
H 3.715 2.802 -2.372 0.29
H 3.219 4.152 -0.414 0.30
H 4.538 -5.683 1.068 0.34
H 4.955 -5.053 -0.748 0.28
H 3.541 -6.375 -0.464 0.31
H 1.110 -3.230 2.001 0.02
H 2.579 -4.248 2.808 0.24
H 1.231 -5.100 1.803 0.37
H -0.600 -2.928 -4.579 0.29
H 0.164 -1.691 -3.350 0.24
H -0.080 -1.001 -6.591 0.22
H -2.536 -1.368 -4.545 0.25
H -2.637 0.154 -5.673 0.29
H -2.544 -1.571 -6.431 0.33
H -0.599 0.611 -4.127 0.33
H 2.820 0.049 -5.522 0.28
C -2.500 -1.467 2.013 -0.18
C -3.163 -2.619 2.752 -0.63
C -3.640 -3.735 1.820 -0.87
C -4.712 -3.321 0.805 -0.68
C -5.991 -2.738 1.416 -0.09
C -6.732 -3.724 2.307 -1.45
H -3.192 -0.978 1.321 -0.09
H -2.156 -0.711 2.725 0.21
H -1.634 -1.818 1.444 0.16
H -3.996 -2.239 3.354 0.29
H -2.441 -3.041 3.461 0.39
H -4.012 -4.567 2.428 0.35
H -2.776 -4.130 1.267 0.36
H -4.976 -4.199 0.203 0.48
H -4.294 -2.591 0.104 0.22
H -6.658 -2.435 0.601 0.33
H -5.766 -1.829 1.983 0.24
H -7.011 -4.621 1.744 0.31
H -7.646 -3.267 2.695 0.41
H -6.125 -4.031 3.164 0.31
C -6.172 0.046 -1.539 -1.13
C -6.330 1.514 -1.180 0.54
C -7.328 1.750 -0.043 -0.65
C -8.768 1.316 -0.341 -0.77
C -9.401 1.976 -1.570 -0.40
C -9.523 3.487 -1.443 -1.18
H -7.111 -0.388 -1.895 0.42
H -5.431 -0.070 -2.336 0.37
H -5.831 -0.531 -0.673 -0.02
H -6.622 2.082 -2.070 0.31
H -5.353 1.907 -0.874 -0.48
H -7.313 2.813 0.224 0.38
H -6.982 1.211 0.850 0.33
H -9.385 1.539 0.538 0.42
H -8.806 0.229 -0.467 0.23
H -10.403 1.556 -1.712 0.42
H -8.834 1.728 -2.474 0.22
H -10.131 3.754 -0.572 0.29
H -10.003 3.902 -2.333 0.38
H -8.545 3.965 -1.340 0.26

105
Properties=species:S:1:pos:R:3:mulliken_charge:R:1 method="wB97M-V/def2-TZVPD" homo_ev=-4.24 orbital_gap_ha=0.2199 total_charge=-1
C 2.998 -0.472 -1.065 -1.41
C 1.709 -0.524 -0.288 0.37
I 1.005 -2.516 0.017 0.04
C 0.995 0.482 0.196 -0.11
I 1.667 2.491 -0.196 -0.19
Ga -0.752 0.303 1.315 -0.43
C -0.527 -0.876 2.957 -0.86
C -2.365 -0.197 0.195 -0.59
C -2.793 -1.687 0.286 0.09
C -4.033 -1.901 1.132 -0.55
F -3.870 -1.395 2.417 -0.30
P -1.198 2.495 2.189 0.20
S -2.042 3.706 0.853 -0.52
H 3.723 -1.104 -0.541 0.36
H 2.875 -0.864 -2.078 0.28
H 3.432 0.522 -1.114 0.41
H 0.206 -0.450 3.650 0.44
H -1.492 -0.948 3.468 0.28
H -0.221 -1.901 2.740 0.17
H -3.205 0.411 0.552 0.43
H -2.214 0.120 -0.840 0.41
H -2.980 -2.042 -0.732 0.31
H -2.009 -2.300 0.740 -0.31
H -4.144 -2.985 1.262 0.25
H -4.944 -1.526 0.661 0.39
H -1.866 2.458 3.437 0.02
H 0.076 3.044 2.502 -0.16
O 1.535 1.492 -8.200 -0.81
P 2.266 1.292 -6.924 1.01
O 3.824 1.628 -7.275 -0.35
C 4.184 2.976 -7.562 -0.33
C 4.147 3.859 -6.325 -0.92
O 2.342 -0.339 -6.837 -0.31
C 1.565 -1.161 -7.702 -0.33
C 2.328 -1.515 -8.965 -1.06
O 2.463 1.386 -5.303 -0.26
C 1.361 1.917 -4.524 -0.01
C 0.088 1.117 -4.709 -1.17
H 3.530 3.377 -8.342 0.28
H 5.197 2.948 -7.963 0.33
H 3.120 4.018 -5.987 0.20
H 4.582 4.837 -6.538 0.41
H 4.695 3.398 -5.504 0.24
H 0.612 -0.686 -7.934 0.32
H 1.334 -2.074 -7.149 0.38
H 2.793 -0.637 -9.413 0.28
H 1.665 -1.973 -9.701 0.35
H 3.132 -2.218 -8.740 0.28
H 1.197 2.964 -4.796 0.28
H 1.666 1.893 -3.482 0.13
H -0.274 1.178 -5.743 0.39
H -0.697 1.496 -4.056 0.43
H 0.259 0.063 -4.486 0.26
O -0.482 6.850 4.902 -0.76
P 0.879 6.837 5.485 1.06
O 1.641 5.582 4.795 -0.31
C 1.974 5.653 3.406 -0.23
C 3.102 6.636 3.140 -1.08
O 0.598 6.218 6.972 -0.35
C -0.731 6.081 7.470 -0.32
C -1.309 4.719 7.141 -0.96
O 2.259 7.545 6.057 -0.30
C 2.306 8.983 6.085 -0.27
C 1.193 9.581 6.926 -1.12
H 1.088 5.912 2.821 0.30
H 2.285 4.653 3.106 0.28
H 2.769 7.668 3.298 0.20
H 3.448 6.553 2.109 0.40
H 3.940 6.455 3.813 0.29
H -1.368 6.884 7.096 0.32
H -0.677 6.204 8.555 0.36
H -1.151 4.455 6.096 0.21
H -2.381 4.694 7.348 0.34
H -0.825 3.945 7.739 0.28
H 2.259 9.367 5.061 0.28
H 3.276 9.260 6.496 0.35
H 0.210 9.365 6.494 0.34
H 1.300 10.664 6.987 0.41
H 1.204 9.163 7.932 0.27
O -3.601 -6.580 0.014 -0.79
P -2.678 -7.729 0.168 1.14
O -3.348 -8.655 1.333 -0.35
C -4.564 -9.338 1.048 -0.34
C -4.366 -10.493 0.080 -0.91
O -1.444 -7.068 0.997 -0.39
C -1.333 -5.648 1.154 -0.21
C -2.012 -5.172 2.422 -0.93
O -1.664 -8.912 -0.376 -0.31
C -1.387 -8.948 -1.790 -0.23
C -0.773 -7.653 -2.288 -1.15
H -5.305 -8.632 0.660 0.28
H -4.938 -9.717 1.999 0.33
H -4.128 -10.127 -0.923 0.18
H -5.273 -11.095 0.008 0.41
H -3.541 -11.129 0.401 0.25
H -1.721 -5.133 0.275 0.29
H -0.267 -5.417 1.206 0.34
H -3.010 -5.596 2.528 0.28
H -2.092 -4.083 2.431 0.12
H -1.441 -5.481 3.299 0.32
H -2.310 -9.167 -2.335 0.27
H -0.701 -9.777 -1.956 0.35
H -1.471 -6.816 -2.185 0.34
H -0.507 -7.737 -3.342 0.42
H 0.119 -7.403 -1.714 0.28

73
Properties=species:S:1:pos:R:3:mulliken_spin:R:1 method="wB97M-V/def2-TZVPD" homo_ev="-21.54 / -20.54" orbital_gap_ha="0.2932 / 0.1218" spin_multiplicity=5 total_charge=+4
C 3.346 0.190 -0.433 0.00
N 2.065 0.252 -0.869 0.13
N 2.082 0.194 -2.259 0.05
C 3.358 0.073 -2.666 0.06
C 4.183 0.064 -1.549 0.22
B 0.758 0.327 -3.047 -0.02
N -0.179 -0.809 -2.567 0.11
N -0.449 -0.946 -1.217 0.11
C -1.314 -1.971 -1.076 0.20
C -1.632 -2.467 -2.349 0.24
C -0.899 -1.716 -3.252 0.31
Ru 0.362 0.378 0.264 0.83
N 0.084 1.645 -2.586 0.10
N -0.179 1.847 -1.241 0.06
C -0.813 3.027 -1.115 0.06
C -0.972 3.587 -2.396 0.26
C -0.395 2.692 -3.285 0.05
H -1.107 3.392 -0.141 0.01
H -0.284 2.704 -4.360 0.00
H -1.453 4.516 -2.628 0.00
H 0.933 0.298 -4.227 0.00
H -0.823 -1.748 -4.330 0.00
H 3.566 -0.003 -3.723 0.00
H -2.313 -3.269 -2.554 -0.01
H 5.251 -0.025 -1.529 0.00
H -1.652 -2.285 -0.102 0.01
H 3.558 0.267 0.628 0.01
H -3.301 -1.412 1.553 0.00
C -2.738 -2.145 2.136 0.00
H -3.210 -3.132 2.020 0.00
H -1.707 -2.209 1.781 0.00
H -2.763 -1.892 3.204 0.00
C -1.453 1.699 4.674 0.01
C -0.892 1.767 3.244 0.08
C -1.786 0.977 2.296 0.00
C -0.871 3.226 2.727 0.00
P 0.828 1.014 3.163 -0.02
N 1.237 1.323 1.573 1.10
C 2.012 1.898 4.309 0.02
C 2.015 1.267 5.719 0.00
C 3.411 1.845 3.669 0.02
C 1.637 3.377 4.467 0.00
C 1.034 -0.847 3.363 0.04
C 0.554 -1.534 2.074 -0.01
C 2.510 -1.243 3.517 -0.01
C 0.231 -1.337 4.579 0.00
H -2.427 2.212 4.675 0.01
H -0.811 2.201 5.409 0.00
H -1.619 0.665 5.004 0.00
H -2.781 1.446 2.256 0.00
H -1.392 0.990 1.248 -0.03
H -1.922 -0.049 2.639 -0.01
H -0.741 3.955 3.536 0.00
H -0.092 3.372 1.967 -0.01
H -1.841 3.442 2.254 0.00
H 2.434 0.255 5.744 0.00
H 2.652 1.897 6.358 0.00
H 1.011 1.252 6.168 0.00
H 3.347 2.043 2.591 0.00
H 4.028 2.628 4.130 0.00
H 3.916 0.888 3.830 0.00
H 1.662 3.904 3.506 0.00
H 0.664 3.519 4.951 0.00
H 2.393 3.837 5.121 0.00
H 1.342 -1.532 1.299 -0.01
H 0.282 -2.581 2.275 0.00
H -0.351 -1.034 1.661 0.01
H 2.953 -0.938 4.470 0.00
H 2.562 -2.342 3.480 0.00
H 3.123 -0.862 2.689 0.00
H 0.495 -0.799 5.498 0.00
H -0.854 -1.268 4.424 0.00
H 0.478 -2.398 4.742 0.01